{"formula": "C4H11N3O", "method": "wB97M-V/def2-TZVPD", "e_above_lowest_ev": 2.143, "smiles": "CN[C@H](C)O.N=C=N", "species": ["C", "N", "C", "C", "O", "H", "H", "H", "H", "H", "H", "H", "H", "H", "N", "C", "N", "H", "H"], "positions_angstrom": [[0.0370, 1.6315, 0.4694], [0.2807, 0.3937, -0.2467], [-0.8570, -0.5092, -0.3828], [-2.0649, 0.0873, -1.1046], [-1.2715, -0.9285, 0.8892], [-0.5435, 2.3674, -0.1009], [0.9966, 2.0779, 0.7327], [-0.5129, 1.3933, 1.3812], [0.7808, 0.5137, -1.1452], [-0.4768, -1.3671, -0.9630], [-2.8237, -0.6794, -1.2264], [-2.4892, 0.8960, -0.5154], [-1.7694, 0.4608, -2.0817], [-0.5213, -1.3698, 1.3122], [2.5619, -1.0839, -0.5930], [2.1400, -0.9825, 0.5434], [1.7156, -1.2159, 1.6584], [3.5158, -1.1605, -0.8820], [1.3017, -0.5248, 2.2553]], "forces_ev_per_a": [[-0.1030, 0.0064, -0.3136], [-0.0100, 0.2646, -0.8114], [0.2677, 0.1943, -0.6738], [0.2322, -0.2739, 0.4088], [-0.1849, -0.1141, 0.3036], [-0.0060, 0.0604, 0.0977], [-0.0364, 0.0796, 0.0668], [0.0585, 0.0958, 0.0018], [-0.5800, -0.0532, 0.9163], [-0.0796, 0.1487, 0.0598], [-0.1360, -0.0577, -0.0616], [-0.0539, 0.1181, 0.0230], [0.0186, 0.0378, -0.0804], [-0.0673, -0.0093, -0.1475], [-0.3399, 0.1424, -0.2663], [0.6888, -0.7925, -0.4244], [-0.1123, -0.3241, 0.6292], [0.3440, 0.0742, 0.2789], [0.0993, 0.4025, -0.0067]], "mulliken_charge": [-1.03, -0.29, 0.16, -1.43, -0.58, 0.30, 0.34, 0.34, 0.33, 0.33, 0.40, 0.36, 0.35, 0.40, -0.52, 0.72, -0.70, 0.24, 0.31]}

---

{"formula": "C4H11N3O2", "method": "wB97M-V/def2-TZVPD", "e_above_lowest_ev": 3.899, "smiles": "[H]/N=C\\N=C.NCC(O)O", "species": ["H", "N", "C", "N", "C", "H", "H", "H", "N", "C", "C", "O", "O", "H", "H", "H", "H", "H", "H", "H"], "positions_angstrom": [[0.8138, -1.8648, -0.6069], [1.0518, -1.3364, -1.4440], [0.1382, -1.2886, -2.3163], [-1.2581, -1.9375, -2.1500], [-1.9484, -0.9200, -2.0189], [0.3188, -1.2502, -3.3840], [-1.1814, 0.0178, -2.1518], [-2.9637, -0.8397, -1.6483], [0.0084, 0.3793, 2.7598], [0.9979, 0.6552, 1.7179], [0.2846, 1.3234, 0.5272], [1.0999, 1.4245, -0.5841], [-0.8856, 0.5807, 0.2313], [0.3811, -0.2488, 3.4615], [-0.2638, 1.2363, 3.2304], [1.4055, -0.2983, 1.3718], [1.8343, 1.2895, 2.0361], [0.0071, 2.3569, 0.7857], [1.3235, 0.5240, -0.8976], [-1.1640, 0.1966, 1.0804]], "forces_ev_per_a": [[-0.5676, 0.3622, 0.1145], [-0.1441, 0.2482, -0.8706], [-0.8076, -4.6458, 0.2191], [2.8883, -1.1542, 0.2660], [1.8778, 4.0997, 0.1231], [0.2415, 1.4567, -0.0769], [-3.3826, -0.4804, 0.4117], [-0.1885, -0.0948, -0.3968], [0.0667, 0.0296, 0.1450], [-0.0974, 0.1882, -0.2359], [-0.0132, -0.0541, 0.4094], [0.0901, -0.1854, -0.1830], [0.0917, 0.0918, 0.0467], [-0.0685, 0.0578, -0.0308], [0.0386, -0.0765, 0.0226], [0.0076, 0.0383, -0.0099], [-0.0724, -0.0603, -0.0446], [0.0337, -0.1152, -0.0109], [-0.0356, 0.2843, 0.1283], [0.0417, 0.0097, -0.0270]], "mulliken_charge": [0.23, -0.67, 0.12, -0.41, -0.23, 0.42, 0.16, 0.36, -0.58, -0.34, -0.19, -0.54, -0.46, 0.22, 0.19, 0.31, 0.28, 0.31, 0.45, 0.38]}

---

{"formula": "C4H11N3O2", "method": "wB97M-V/def2-TZVPD", "e_above_lowest_ev": 1.229, "smiles": "CN=C(N)N.CC(=O)O", "species": ["C", "N", "C", "N", "N", "H", "H", "H", "H", "H", "H", "H", "C", "C", "O", "O", "H", "H", "H", "H"], "positions_angstrom": [[-1.0081, -2.1703, -0.9754], [-1.2297, -1.6432, 0.3752], [-1.6734, -0.4751, 0.5757], [-2.0732, 0.4844, -0.3630], [-1.7262, 0.0218, 1.8535], [-1.4369, -1.4989, -1.7445], [-1.4570, -3.1434, -1.0476], [0.0079, -1.8411, -1.2275], [-2.1338, 0.1069, -1.2926], [-2.8886, 1.0186, -0.1074], [-1.5407, -0.6196, 2.6068], [-2.0742, 0.9072, 2.1651], [3.3037, 1.1833, -0.4456], [1.9805, 1.3140, 0.2551], [1.5620, 2.3839, 0.6300], [1.2299, 0.2155, 0.2303], [3.2936, 0.3910, -1.1930], [4.0953, 0.9272, 0.2466], [3.4891, 2.1350, -0.9266], [0.2799, 0.3028, 0.3849]], "forces_ev_per_a": [[-0.3903, 3.3533, 0.3231], [0.2001, -0.4738, -0.1363], [-0.8121, 0.5279, 0.0702], [0.3206, -0.2878, -0.2050], [0.1364, -0.4689, 1.1780], [-0.9262, -0.5213, -0.0410], [0.8079, -0.5914, -0.3445], [0.5346, -1.8455, 0.1634], [-0.1686, 0.0979, -0.1423], [0.0478, 0.0393, 0.0369], [0.0849, -0.1526, -0.2646], [-0.0929, 0.2315, -0.6477], [-0.0505, -0.6282, -0.0397], [-1.0842, 1.2520, -0.7360], [0.1452, -0.2449, 0.3678], [0.7473, -1.3169, -0.4280], [-0.1741, 0.0103, 0.0239], [0.2066, 0.1801, 0.2455], [0.2328, 0.1167, 0.0880], [0.2347, 0.7223, 0.4881]], "mulliken_charge": [-0.82, -0.50, 0.15, -0.37, -0.39, 0.23, 0.34, 0.28, 0.17, 0.23, 0.23, 0.16, -0.99, 0.72, -0.57, -0.40, 0.29, 0.28, 0.30, 0.65]}

---

{"formula": "C4H11N3O2", "method": "wB97M-V/def2-TZVPD", "e_above_lowest_ev": 1.505, "smiles": "CN=C(N)N.CC(=O)O", "species": ["C", "N", "C", "N", "N", "H", "H", "H", "H", "H", "H", "H", "C", "C", "O", "O", "H", "H", "H", "H"], "positions_angstrom": [[1.4970, -1.0161, -0.7483], [1.2016, -0.3427, 0.4987], [1.6326, 0.7912, 0.8309], [1.2238, 1.3481, 2.0442], [2.3615, 1.6946, 0.0239], [0.6327, -1.3951, -1.2899], [2.0678, -1.9042, -0.4649], [2.1336, -0.3983, -1.3741], [0.4586, 0.8950, 2.5144], [1.2316, 2.3429, 1.9999], [3.2416, 1.3250, -0.3047], [2.3850, 2.6650, 0.3080], [-2.7292, -0.9951, -1.3059], [-2.8234, -0.8307, 0.2319], [-3.6912, -1.3563, 0.8523], [-1.7599, -0.2637, 0.7835], [-3.7407, -0.8023, -1.6580], [-2.1646, -1.8397, -1.6828], [-2.1386, -0.1449, -1.6824], [-1.0197, 0.2273, 0.4235]], "forces_ev_per_a": [[1.1855, 0.1038, 0.8901], [-0.7588, -0.9066, 0.0417], [-0.8488, 1.1335, -0.1763], [0.7455, -0.3199, -0.5923], [0.0559, -0.5887, -0.0058], [-0.2935, 0.3860, 0.1479], [0.0763, -0.0804, -0.2804], [-0.0463, -0.0183, -0.6060], [-0.1203, 0.0254, -0.1050], [-0.2668, 0.4957, 0.5679], [-0.0761, 0.2833, -0.0896], [0.2843, -0.3697, 0.1279], [0.1714, 2.4343, 0.5570], [1.4789, -1.3934, -2.8007], [-0.4036, 0.4050, 0.8668], [-0.4921, 0.2822, 2.7248], [0.0595, -0.8372, -0.4626], [-0.6000, -0.6084, 0.3418], [-0.1394, -0.0249, 0.0258], [-0.0117, -0.4017, -1.1730]], "mulliken_charge": [-0.70, -0.51, 0.70, -0.52, -0.48, 0.15, 0.29, 0.28, 0.30, 0.16, 0.21, 0.18, -0.89, 0.67, -0.54, -0.45, 0.29, 0.25, 0.31, 0.31]}

---

{"formula": "C4H11N3O2", "method": "wB97M-V/def2-TZVPD", "e_above_lowest_ev": 1.001, "smiles": "[H]/N=C(\\N)NC.CC(=O)O", "species": ["H", "N", "C", "N", "N", "C", "H", "H", "H", "H", "H", "H", "C", "C", "O", "O", "H", "H", "H", "H"], "positions_angstrom": [[0.3205, -1.8752, -2.6007], [0.2213, -1.7150, -1.6104], [-0.8780, -1.2103, -1.2401], [-1.9495, -0.8396, -2.0832], [-1.0259, -0.8151, 0.0666], [-2.2859, -0.4487, 0.6910], [-2.1868, -1.5131, -2.8014], [-2.1111, 0.0935, -2.4173], [-0.3744, -1.3437, 0.6267], [-2.0458, -0.1001, 1.6901], [-2.9389, -1.3176, 0.7772], [-2.8015, 0.3005, 0.1100], [1.9035, 1.5502, 0.2319], [2.7219, 1.3401, 1.4780], [3.7763, 1.8742, 1.6936], [2.1109, 0.4929, 2.3324], [0.9551, 1.0270, 0.2479], [2.4778, 1.3910, -0.6748], [1.6229, 2.6062, 0.2602], [2.4877, 0.5026, 3.2222]], "forces_ev_per_a": [[-0.3420, 0.1154, -0.1655], [0.5479, -0.9480, 0.4931], [-0.0819, 1.6180, -0.7864], [-1.0656, -0.9420, -0.4392], [0.2115, -0.2236, -0.0008], [0.3412, -0.8574, -0.1046], [0.3961, 0.1599, 0.1540], [0.3855, 0.2694, 0.4261], [0.0807, 0.3159, 0.2995], [-0.1593, 0.2620, 0.0419], [-0.2564, -0.0093, 0.0760], [-0.0209, 0.2856, 0.0299], [-0.3752, 0.6447, 0.3545], [0.2219, -0.0356, -0.3271], [-0.1462, -0.1192, 0.2503], [-0.6144, -0.1140, 0.1311], [0.1370, -0.5076, -0.1378], [0.0387, -0.1827, 0.0548], [0.2015, 0.1171, -0.1236], [0.4999, 0.1514, -0.2261]], "mulliken_charge": [0.23, -0.70, 0.47, -0.46, -0.18, -0.85, 0.23, 0.17, 0.26, 0.29, 0.30, 0.27, -0.52, 0.57, -0.55, -0.42, 0.03, 0.28, 0.26, 0.34]}

---

{"formula": "C4H11N3O2", "method": "wB97M-V/def2-TZVPD", "e_above_lowest_ev": 1.237, "smiles": "[H]/N=C(\\N)NC.CC(=O)O", "species": ["H", "N", "C", "N", "N", "C", "H", "H", "H", "H", "H", "H", "C", "C", "O", "O", "H", "H", "H", "H"], "positions_angstrom": [[2.1143, 1.1565, 2.5202], [1.7442, 0.2206, 2.4068], [0.6448, 0.2289, 1.7741], [-0.0896, 1.3327, 1.2787], [-0.1090, -0.9664, 1.8000], [0.4949, -2.2684, 1.5629], [-1.0522, 1.0783, 1.0749], [-0.1680, 1.9249, 2.1031], [-0.9184, -0.8988, 1.1983], [-0.3575, -2.9419, 1.3590], [0.9082, -2.6434, 2.4942], [1.1302, -2.3326, 0.6818], [-0.6433, 1.7899, -2.4664], [-0.6998, 0.3243, -2.0958], [-1.7925, -0.1336, -1.8490], [0.4059, -0.4403, -2.1280], [0.3793, 2.0186, -2.7979], [-1.0286, 2.5083, -1.7461], [-1.2230, 1.9108, -3.3747], [0.0531, -1.2362, -1.6805]], "forces_ev_per_a": [[0.2647, 0.1355, -0.3062], [0.1020, 0.4310, -0.3654], [-0.8735, -1.7021, 1.3363], [0.0586, 0.2031, 0.9095], [-0.1835, 0.5244, -1.6789], [-1.1634, -0.6210, 0.5028], [0.1635, -0.1209, -0.2111], [0.1092, 0.6012, -0.4391], [-0.0834, 0.1912, 0.0662], [0.3118, 0.1784, 0.0622], [0.6916, 0.0094, -0.2620], [0.5294, 0.1636, 0.2672], [1.8535, -0.3209, -1.2053], [-1.6693, 1.2119, -0.2031], [0.3019, -0.7379, 0.5797], [-0.5873, 0.2835, 0.6700], [-0.1707, 0.3628, 0.5022], [0.1802, -0.4814, 0.3074], [-0.4018, -0.1463, -0.0708], [0.5664, -0.1655, -0.4616]], "mulliken_charge": [0.22, -0.71, 0.58, -0.61, -0.31, -0.92, 0.25, 0.28, 0.28, 0.38, 0.29, 0.27, -0.94, 0.73, -0.56, -0.46, 0.30, 0.27, 0.32, 0.33]}